{
  "formula": "C19H38Br2N3O",
  "method": "wB97M-V/def2-TZVPD",
  "symbols": ["C", "C", "C", "C", "C", "C", "C", "C", "C", "C", "C", "C", "C", "Br", "C", "C", "C", "N", "C", "N", "C", "C", "O", "N", "Br", "H", "H", "H", "H", "H", "H", "H", "H", "H", "H", "H", "H", "H", "H", "H", "H", "H", "H", "H", "H", "H", "H", "H", "H", "H", "H", "H", "H", "H", "H", "H", "H", "H", "H", "H", "H", "H", "H"],
  "positions_angstrom": [[-4.236529, 3.996686, -1.776635], [-4.151953, 2.623357, -1.097801], [-4.838019, 1.530564, -1.905364], [-4.055554, 1.115970, -3.161222], [-2.744506, 0.402642, -2.824000], [-2.805742, -1.128639, -3.041133], [-2.747229, -1.889758, -1.724089], [-1.335492, -1.924362, -1.141240], [-1.368741, -2.504201, 0.267891], [-0.047330, -3.126360, 0.779136], [1.257546, -2.457021, 0.345872], [1.689500, -1.257398, 1.189624], [1.656151, -1.480972, 2.708204], [2.360863, -3.254975, 3.193284], [2.471297, -0.472509, 3.500374], [2.115468, -0.487365, 4.978556], [0.773533, -0.054982, 0.914586], [1.260749, 0.306959, -0.448169], [2.624998, 0.355156, -0.173228], [3.404466, 1.257740, -0.692484], [4.836335, 1.389084, -0.381612], [5.071744, 1.889499, 1.039393], [6.445800, 1.674711, 1.270939], [2.940294, -0.598650, 0.728747], [4.384741, -1.723612, 0.368189], [-4.124575, 4.765629, -1.023177], [-5.173151, 4.107484, -2.307660], [-3.398881, 4.128362, -2.453562], [-4.676181, 2.690830, -0.148861], [-3.112992, 2.367541, -0.926241], [-4.959060, 0.632276, -1.298980], [-5.832775, 1.878137, -2.166533], [-3.879322, 2.029486, -3.719837], [-4.717660, 0.493822, -3.754762], [-1.979521, 0.820134, -3.467965], [-2.490267, 0.590062, -1.785170], [-2.012767, -1.429975, -3.713884], [-3.769677, -1.337911, -3.490149], [-3.106448, -2.909405, -1.823219], [-3.346277, -1.330669, -1.010807], [-0.637666, -2.434751, -1.798558], [-1.022273, -0.884545, -1.081512], [-2.101298, -3.304703, 0.259245], [-1.730110, -1.786321, 0.999944], [-0.005973, -4.139648, 0.397740], [-0.118873, -3.227205, 1.853354], [1.278778, -2.193200, -0.703991], [2.039892, -3.194970, 0.485386], [0.631254, -1.445119, 3.044463], [2.325634, 0.545074, 3.146105], [3.524379, -0.725696, 3.424852], [1.054695, -0.317549, 5.127801], [2.649876, 0.296484, 5.499741], [2.418406, -1.417076, 5.437214], [1.027581, 0.735256, 1.622667], [-0.287998, -0.204044, 1.032937], [0.995976, 1.286756, -0.591036], [3.003937, 1.922881, -1.338748], [5.214059, 2.162405, -1.035351], [5.410157, 0.503561, -0.601560], [4.418841, 1.401152, 1.759656], [4.890270, 2.963249, 1.018191], [6.637623, 1.780646, 2.214449]],
  "atomic_forces_ev_per_a": [[0.656, -0.476, 0.356], [-0.754, 0.243, -0.291], [0.498, -0.407, -0.094], [-0.551, 0.588, 0.687], [-0.276, -0.423, -0.709], [-0.441, 0.490, 0.471], [0.897, 0.185, -0.231], [-0.599, 0.510, 0.485], [0.665, -0.526, -0.036], [-0.570, 0.317, -0.673], [0.651, -0.216, 0.723], [-1.579, 0.405, 0.440], [1.194, -0.116, -0.154], [-0.181, 0.069, 0.053], [0.017, -0.060, 0.668], [0.128, 0.142, -0.032], [0.186, -0.323, 0.207], [0.500, 2.397, 1.311], [-1.111, -0.874, -0.475], [0.944, -0.244, -0.074], [-0.026, 0.808, -0.106], [0.432, 0.205, -0.411], [0.027, -0.277, 0.514], [0.636, -0.607, -0.330], [0.163, 0.080, 0.210], [-0.188, 0.339, 0.074], [-0.167, 0.202, -0.095], [-0.047, 0.071, -0.405], [0.158, -0.047, 0.326], [0.237, -0.049, 0.305], [-0.139, -0.061, 0.223], [-0.223, -0.012, -0.117], [0.161, 0.079, -0.337], [0.106, -0.163, -0.298], [0.411, 0.103, 0.099], [0.243, 0.216, 0.149], [0.097, -0.317, -0.202], [-0.027, -0.240, -0.406], [-0.272, -0.112, 0.014], [-0.482, -0.242, 0.210], [0.043, -0.267, -0.109], [0.414, 0.171, -0.142], [-0.203, -0.182, 0.199], [-0.204, 0.307, -0.068], [0.086, -0.251, -0.099], [0.183, -0.063, 0.270], [-0.223, 0.107, -0.223], [0.157, -0.199, -0.099], [-0.362, -0.252, -0.004], [-0.021, 0.091, -0.311], [0.224, 0.137, -0.325], [-0.224, -0.073, 0.112], [0.099, 0.247, 0.091], [-0.143, -0.320, 0.137], [0.029, 0.191, -0.052], [-0.214, -0.479, -0.609], [-0.497, -0.398, -0.673], [-0.048, -0.171, -0.023], [0.063, 0.075, -0.345], [-0.123, -0.359, 0.081], [-0.011, -0.147, 0.159], [-0.393, 0.150, 0.334], [-0.004, 0.028, -0.346]],
  "nbo_charge": [-0.611, -0.396, -0.384, -0.399, -0.408, -0.397, -0.385, -0.393, -0.406, -0.395, -0.452, 0.131, -0.221, 0.019, -0.438, -0.605, -0.246, -0.548, 0.681, -0.517, -0.255, -0.073, -0.710, -0.503, 0.323, 0.212, 0.210, 0.198, 0.203, 0.179, 0.190, 0.207, 0.201, 0.207, 0.205, 0.182, 0.202, 0.210, 0.208, 0.193, 0.199, 0.181, 0.219, 0.186, 0.226, 0.215, 0.230, 0.242, 0.232, 0.198, 0.221, 0.205, 0.223, 0.227, 0.193, 0.253, 0.386, 0.434, 0.232, 0.243, 0.171, 0.175, 0.489],
  "homo_lumo_gap_ev": 8.905,
  "e_homo_ev": -12.81,
  "smiles": "CCCCCCCCCCC[C@]1([C@@H](Br)CC)CNC(NCCO)=[N+]1Br",
  "total_charge": 1,
  "spin_multiplicity": 1
}

{
  "formula": "C9H18BrNOZr",
  "method": "wB97M-V/def2-TZVPD",
  "symbols": ["Zr", "C", "C", "C", "C", "C", "C", "N", "O", "C", "C", "C", "H", "H", "H", "H", "H", "H", "H", "H", "H", "H", "H", "H", "H", "H", "H", "H", "H", "H", "Br"],
  "positions_angstrom": [[-3.708022, 2.325695, -0.136637], [0.980591, 1.539129, -1.336838], [0.363462, 0.100153, -1.360863], [1.506890, -0.901194, -1.058983], [1.970001, -0.985782, 0.379191], [0.719771, -1.329218, 1.159886], [-0.499985, -0.303698, 1.013950], [-0.769391, -0.012108, -0.430388], [-1.835828, 0.898345, -0.686284], [-0.210075, 0.944237, 1.891062], [-1.667703, -1.003525, 1.612254], [-0.066774, -0.275376, -2.835429], [1.276662, 2.033789, -0.411122], [0.459987, 2.332662, -1.876373], [1.925963, 1.550379, -1.882541], [2.382713, -0.653678, -1.659076], [1.230824, -1.902868, -1.393873], [2.407691, 0.000049, 0.554118], [2.795454, -1.673298, 0.558247], [0.981448, -1.410068, 2.215104], [0.351184, -2.297751, 0.821509], [0.781635, 1.367066, 1.727110], [-0.195641, 0.753131, 2.965186], [-0.919563, 1.772875, 1.901602], [-1.726777, -0.918137, 2.696137], [-1.677147, -2.031815, 1.248382], [-2.695524, -0.719579, 1.373952], [0.698740, -0.853809, -3.349170], [-0.074273, 0.653959, -3.405028], [-1.025414, -0.789268, -2.803444], [-3.760894, 1.789701, 2.508352]],
  "atomic_forces_ev_per_a": [[2.673, -2.900, 2.727], [0.416, 1.158, -0.339], [1.381, -0.194, -1.861], [0.601, -1.215, 0.304], [-0.609, 1.120, -0.597], [-0.048, 0.739, 0.067], [0.790, -0.349, 1.356], [-2.858, 5.106, 0.388], [2.100, -2.271, 1.320], [0.747, 1.241, 0.022], [-2.260, -1.344, 0.000], [0.083, 1.252, 0.542], [-0.382, -0.738, 0.539], [-0.831, -0.445, -0.036], [0.008, -0.711, -0.124], [-0.388, 0.370, -0.407], [-0.319, 0.008, -0.046], [-0.202, 0.088, 0.828], [-0.282, -0.307, -0.222], [-0.556, 0.059, 0.146], [0.086, -0.077, 0.060], [-0.041, -0.029, -0.414], [-0.052, -1.047, -0.146], [-0.206, -0.135, -0.837], [0.711, -0.445, 0.006], [0.166, -0.235, 0.597], [0.249, 0.815, -0.620], [-0.105, -0.353, 0.425], [-0.706, -0.060, -0.097], [0.068, 0.012, -0.378], [-0.236, 0.886, -3.202]],
  "nbo_charge": [1.891, -0.639, 0.070, -0.402, -0.422, -0.392, 0.074, 0.215, -0.492, -0.630, -0.638, -0.596, 0.240, 0.227, 0.264, 0.253, 0.226, 0.210, 0.263, 0.255, 0.224, 0.237, 0.266, 0.216, 0.258, 0.239, 0.221, 0.256, 0.228, 0.229, -0.352],
  "homo_lumo_gap_ev": 5.235,
  "e_homo_ev": -16.10,
  "total_charge": 2,
  "de_lowest_kcal_mol": 68.65,
  "spin_multiplicity": 1
}

{
  "formula": "C2H8N3",
  "method": "wB97M-V/def2-TZVPD",
  "symbols": ["C", "N", "C", "N", "N", "H", "H", "H", "H", "H", "H", "H", "H"],
  "positions_angstrom": [[0.549704, -1.438181, 0.816244], [-0.435736, -0.799560, -0.086713], [-0.230168, 0.507514, -0.311768], [-1.030525, 0.952181, -1.286604], [0.553015, 1.403917, 0.380172], [0.037194, -2.436197, 0.977001], [0.795499, -0.926305, 1.799781], [1.535249, -1.696618, 0.350827], [-1.390590, -1.091602, -0.011277], [-1.517602, 0.421716, -1.838029], [-1.024665, 1.814353, -1.639695], [0.727336, 2.131957, -0.192937], [1.431289, 1.156826, 1.042992]],
  "atomic_forces_ev_per_a": [[-0.354, -2.252, 0.683], [3.084, 1.037, 1.949], [-1.318, 0.297, -0.264], [3.375, 1.191, 4.671], [1.300, -4.805, 2.266], [1.065, 1.049, 0.514], [-0.898, -0.466, -1.140], [-1.030, 0.548, -0.148], [-0.284, -0.235, -0.206], [-3.117, -4.618, -3.362], [0.336, 4.545, -0.953], [0.979, 3.399, -1.787], [-3.136, 0.311, -2.225]],
  "nbo_charge": [-0.461, -0.571, 0.694, -0.709, -0.750, 0.247, 0.215, 0.235, 0.434, 0.404, 0.401, 0.398, 0.463],
  "homo_lumo_gap_ev": 11.810,
  "e_homo_ev": -15.26,
  "smiles": "CNC(N)=[NH2+]",
  "total_charge": 1,
  "de_lowest_kcal_mol": 38.65,
  "spin_multiplicity": 1
}

{
  "formula": "C14H18BBaN7O2",
  "method": "wB97M-V/def2-TZVPD",
  "symbols": ["C", "N", "N", "C", "C", "B", "N", "N", "C", "C", "C", "Ba", "N", "N", "C", "C", "C", "H", "H", "H", "H", "H", "H", "H", "H", "H", "H", "H", "C", "H", "H", "H", "O", "C", "C", "C", "C", "O", "N", "H", "H", "H", "H"],
  "positions_angstrom": [[2.593380, -0.315303, -0.308212], [1.333845, -0.391721, -0.780074], [1.436069, -0.381853, -2.164766], [2.729130, -0.379694, -2.535048], [3.511809, -0.336010, -1.379722], [0.163995, -0.248673, -3.043629], [-0.820866, -1.401350, -2.712430], [-1.319499, -1.584853, -1.429577], [-2.236827, -2.572406, -1.517927], [-2.289636, -3.062189, -2.838177], [-1.373479, -2.293667, -3.556332], [-0.585925, -0.931971, 1.180294], [-0.517236, 1.082521, -2.602156], [-0.884668, 1.267276, -1.296572], [-1.409989, 2.485127, -1.194560], [-1.394948, 3.115417, -2.457141], [-0.815241, 2.180832, -3.321581], [-1.780807, 2.878702, -0.250724], [-0.594168, 2.212349, -4.383320], [-1.748563, 4.092111, -2.706938], [0.436344, -0.225915, -4.201808], [-1.072008, -2.306275, -4.595542], [2.986839, -0.405629, -3.587331], [-2.903246, -3.852787, -3.223583], [4.580264, -0.312282, -1.322907], [-2.828833, -2.885041, -0.659450], [2.794705, -0.215031, 0.752862], [-3.029183, -1.229633, 1.698109], [-2.783381, -1.985925, 2.462029], [-3.644783, -2.669735, 2.499476], [-1.882076, -2.574260, 2.217022], [-2.670548, -1.521554, 3.453025], [2.212010, 2.658643, 1.840050], [1.732766, 1.973646, 2.742388], [2.056860, 2.098979, 4.236822], [1.300527, 0.957210, 4.890455], [0.595352, 0.277080, 3.722912], [-0.092949, -0.769729, 3.806626], [0.827385, 0.927568, 2.554754], [3.137408, 2.013878, 4.399584], [1.720380, 3.071707, 4.614115], [1.970708, 0.244108, 5.385165], [0.559066, 1.316339, 5.613811]],
  "atomic_forces_ev_per_a": [[-2.377, 0.026, 0.004], [2.908, 0.241, 1.392], [2.551, -0.002, -1.056], [-3.308, -0.098, -1.321], [0.834, 0.087, 0.946], [-1.121, -1.038, 0.158], [0.217, 0.073, 0.955], [-0.533, -0.317, -0.569], [0.967, 0.552, -1.009], [0.381, 0.434, -0.148], [-0.520, -0.260, 0.528], [1.277, 1.280, -0.283], [-0.150, 1.976, -2.132], [-0.943, 1.580, 1.580], [0.295, -0.993, 0.335], [-0.649, 0.837, 1.083], [1.433, -3.243, -0.451], [0.177, -0.160, -0.281], [-0.090, 0.145, 0.181], [-0.114, 0.378, -0.117], [0.103, 0.082, 0.040], [-0.186, -0.101, 0.114], [0.127, 0.057, 0.182], [-0.085, -0.096, -0.039], [0.350, -0.005, 0.005], [0.262, 0.065, -0.183], [-0.083, -0.068, -0.131], [-0.132, -0.275, 0.268], [-1.055, -0.626, 0.496], [0.387, 0.204, 0.013], [-0.954, -0.250, 0.469], [0.144, -0.094, -0.417], [-0.731, -1.055, 0.916], [0.396, 0.509, -0.390], [0.129, 0.215, -0.113], [-0.205, -0.293, 0.054], [0.408, 0.355, 0.340], [0.172, 0.497, -0.533], [-0.104, -0.505, -0.438], [-0.216, 0.230, -0.157], [0.239, -0.109, -0.231], [-0.333, 0.070, 0.009], [0.131, -0.305, -0.068]],
  "nbo_charge": [-0.023, -0.225, -0.262, 0.113, 0.006, 0.532, -0.360, -0.442, -0.029, -0.310, 0.022, 1.869, -0.290, -0.142, -0.056, -0.010, 0.139, 0.264, 0.271, 0.270, 0.006, 0.245, 0.275, 0.262, 0.273, 0.223, 0.277, 0.173, -0.874, 0.278, 0.159, 0.283, -0.609, 0.683, -0.528, -0.523, 0.673, -0.771, -0.854, 0.250, 0.254, 0.252, 0.255],
  "homo_lumo_gap_ev": [3.553, 3.323],
  "e_homo_ev": [-14.17, -14.16],
  "total_charge": 2,
  "spin_multiplicity": 1
}

| no. | strongest force on any atom (eV/Å) |
| --- | --- |
| 1 | 2.78 |
| 2 | 5.86 |
| 3 | 6.51 |
| 4 | 3.57 |